[1]
Density functional theory data (wB97M-V/def2-TZVPD) for a single C8H9N5 molecule at a distorted geometry.

Structure (XYZ):
```
22
Properties=species:S:1:pos:R:3
N 4.28 -0.47 0.41
C 3.52 0.81 -0.13
C 2.02 0.33 -0.28
C 0.77 0.70 0.21
N -0.16 -0.18 0.08
C -1.53 -0.19 0.12
C -1.99 1.11 -0.04
C -3.39 1.11 -0.32
N -4.30 0.14 0.10
C -3.71 -1.13 0.07
C -2.38 -1.44 0.07
N 0.62 -1.28 -0.45
N 1.81 -1.09 -0.41
H 4.54 -1.24 -0.43
H 3.95 -1.06 1.23
H 3.69 0.91 -1.12
H 3.84 1.89 0.31
H 0.28 1.66 0.71
H -1.36 1.95 0.09
H -4.19 2.01 -0.56
H -4.30 -2.00 0.43
H -2.02 -2.55 -0.09
```

Calculated values
HOMO = -8.6 eV
molecular weight = 175.19 g mol⁻¹
structure (SMILES) = NCc1cn(-c2ccncc2)nn1
relative energy (zero: lowest compared OMol25 entry of this formula, charge and spin) = 183.7 kcal per mole
electronic energy = -583.78306 a.u.
gap between HOMO and LUMO = 8.36 eV

***

[2]
Density functional theory data (wB97M-V/def2-TZVPD) for 6 unconnected molecules or ions with the total composition C22H32O18 at a distorted geometry.

Structure (XYZ):
```
72
Properties=species:S:1:pos:R:3
C -3.29 6.13 -2.12
C -4.29 7.12 -2.72
O -5.60 6.77 -2.38
C -5.54 5.78 -1.50
O -6.53 5.22 -1.04
O -4.23 5.37 -1.34
H -2.63 6.59 -1.39
H -2.70 5.48 -2.75
H -4.06 7.19 -3.78
H -4.12 8.07 -2.22
C -3.69 11.34 -7.77
C -5.02 11.32 -7.06
O -4.89 10.60 -5.86
C -3.57 10.13 -5.80
O -3.15 9.61 -4.78
O -2.82 10.51 -6.92
H -3.32 12.36 -7.61
H -3.63 10.98 -8.80
H -5.79 10.96 -7.74
H -5.31 12.35 -6.83
C -6.83 9.65 -1.20
C -5.74 10.30 -2.08
C -6.01 11.69 -2.74
O -4.72 12.20 -2.80
C -4.02 11.65 -1.77
O -3.02 12.12 -1.28
O -4.54 10.53 -1.34
H -7.08 10.04 -0.21
H -6.50 8.62 -1.09
H -7.69 9.62 -1.86
H -5.53 9.70 -2.96
H -6.75 12.22 -2.14
H -6.30 11.63 -3.79
C -2.40 6.72 -6.48
C -1.11 6.87 -5.76
C -0.37 8.17 -5.89
O -0.14 8.60 -4.56
C -0.78 7.86 -3.73
O -0.79 8.00 -2.44
O -1.30 6.79 -4.32
H -3.07 7.32 -5.87
H -2.71 5.67 -6.50
H -2.27 7.17 -7.47
H -0.51 6.09 -6.24
H -1.03 8.85 -6.44
H 0.61 8.12 -6.36
C -10.53 4.85 1.94
C -10.60 4.32 0.54
C -9.29 4.30 -0.29
O -8.87 2.89 -0.24
C -9.92 2.21 0.06
O -9.97 0.99 0.18
O -10.89 2.94 0.52
H -10.87 5.89 1.87
H -9.65 4.69 2.55
H -11.29 4.45 2.61
H -11.36 4.85 -0.04
H -8.60 5.05 0.10
H -9.44 4.57 -1.34
C -6.11 2.90 -4.44
C -5.62 1.68 -3.65
C -4.94 1.97 -2.35
O -5.62 1.20 -1.34
C -6.86 0.87 -1.91
O -7.64 0.11 -1.34
O -6.79 0.97 -3.35
H -5.35 3.67 -4.56
H -6.89 3.38 -3.85
H -6.51 2.76 -5.44
H -4.80 1.13 -4.10
H -4.87 3.02 -2.08
H -3.95 1.53 -2.45
```

Calculated values
spin multiplicity = 2
HOMO (alpha / beta) = -12.0 / -12.0 eV
molecular weight = 584.48 g mol⁻¹
relative energy (zero: lowest compared OMol25 entry of this formula, charge and spin) = 9.5 kcal per mole
electronic energy = -2211.42822 a.u.
gap between HOMO and LUMO (alpha / beta) = 9.15 / 3.10 eV
⟨S²⟩ = 0.76
charge = +1

***

[3]
Density functional theory data (wB97M-V/def2-TZVPD) for a molecular structure, C52H45BrCsN4O7PS2.

Structure (XYZ):
```
113
Properties=species:S:1:pos:R:3
Cs -0.52 -0.12 -0.64
C -2.63 7.31 1.01
C -1.41 6.85 0.53
C -1.08 5.51 0.63
C -1.94 4.59 1.23
C -3.16 5.07 1.71
C -3.50 6.41 1.60
P -1.42 2.82 1.20
C -2.70 2.10 2.32
C -2.61 2.10 3.71
C -3.66 1.63 4.48
C -4.82 1.15 3.86
C -4.90 1.11 2.48
C -3.84 1.58 1.71
C 0.12 2.86 2.16
C 0.33 3.76 3.21
C 1.51 3.73 3.93
C 2.48 2.78 3.57
C 2.24 1.91 2.51
C 1.07 1.90 1.72
H -2.89 8.36 0.93
H -0.71 7.54 0.07
H -0.12 5.17 0.25
H -3.86 4.38 2.17
H -4.46 6.75 1.99
H -1.71 2.47 4.18
H -3.59 1.64 5.56
H -5.64 0.78 4.46
H -5.77 0.69 1.99
H -3.88 1.52 0.63
H -0.43 4.49 3.47
H 1.68 4.43 4.74
H 3.42 2.73 4.12
H 3.04 1.21 2.28
O 2.02 -8.38 -0.36
N 1.61 -7.51 -1.18
O 1.18 -7.85 -2.32
C 1.64 -6.18 -0.79
C 2.10 -5.89 0.49
C 2.13 -4.57 0.99
C 2.57 -4.26 2.30
C 2.53 -2.97 2.74
C 2.08 -1.96 1.87
N 1.68 -2.22 0.65
C 1.69 -3.49 0.21
C 1.17 -3.77 -1.13
N 0.68 -2.72 -1.80
C 0.19 -2.89 -3.01
C 0.17 -4.14 -3.63
C 0.66 -5.23 -2.96
C 1.16 -5.09 -1.65
H 2.44 -6.71 1.11
H 2.92 -5.06 2.95
H 2.85 -2.70 3.75
H 2.02 -0.92 2.18
H -0.26 -2.01 -3.48
H -0.23 -4.24 -4.63
H 0.66 -6.21 -3.39
Br 2.83 0.44 -2.01
C 2.94 2.11 -2.87
C 4.11 2.54 -3.43
C 4.18 3.80 -4.06
C 3.09 4.62 -4.12
C 1.86 4.21 -3.55
C 0.69 5.03 -3.57
C -0.48 4.62 -3.01
C -0.59 3.35 -2.37
C 0.54 2.63 -2.37
C 1.79 2.94 -2.91
H 4.98 1.90 -3.39
H 5.12 4.12 -4.50
H 3.14 5.59 -4.60
H 0.76 6.00 -4.05
H -1.35 5.27 -3.03
H -1.50 3.02 -1.89
C -3.05 -2.24 3.32
S -1.40 -2.33 2.62
C -1.30 -4.12 2.48
O -1.53 -1.81 1.23
H -3.06 -2.74 4.29
H -3.76 -2.68 2.63
H -3.27 -1.18 3.44
H -1.28 -4.55 3.48
H -0.37 -4.35 1.96
H -2.15 -4.49 1.91
C -1.88 -6.73 -1.22
C -2.93 -5.68 -1.01
C -4.29 -6.00 -1.00
C -5.26 -5.03 -0.80
C -4.87 -3.71 -0.59
C -3.53 -3.37 -0.59
C -2.57 -4.35 -0.81
S -6.09 -2.48 -0.24
O -7.34 -2.96 -0.77
O -6.01 -2.16 1.17
N -5.66 -1.15 -1.05
C -5.59 -1.23 -2.51
C -4.76 -0.05 -3.03
C -3.33 -0.09 -2.48
O -3.23 0.02 -1.22
O -2.39 -0.24 -3.27
H -2.26 -7.73 -0.99
H -1.01 -6.55 -0.59
H -1.52 -6.74 -2.24
H -4.59 -7.03 -1.16
H -6.31 -5.28 -0.81
H -3.21 -2.35 -0.41
H -1.52 -4.06 -0.82
H -4.81 -0.69 -0.69
H -6.60 -1.21 -2.92
H -5.11 -2.17 -2.83
H -5.23 0.88 -2.72
H -4.74 -0.10 -4.12
```

Calculated values
HOMO (alpha / beta) = -1.2 / -2.1 eV
molecular weight = 1145.87 g mol⁻¹
relative energy (zero: lowest compared OMol25 entry of this formula, charge and spin) = 8.1 kcal per mole
electronic energy = -6486.07158 a.u.
gap between HOMO and LUMO (alpha / beta) = 4.71 / 5.63 eV
charge = -2

***

[4]
Density functional theory data (wB97M-V/def2-TZVPD) for a molecular structure, C25H34N10O2PRuS2 at a distorted geometry.

Structure (XYZ):
```
75
Properties=species:S:1:pos:R:3
Ru -0.30 0.44 -0.46
C 3.81 -3.52 -1.80
N 2.42 -3.02 -1.51
C 1.23 -3.74 -1.38
C 0.23 -2.83 -1.18
N 0.74 -1.53 -1.04
C 2.07 -1.73 -1.28
P 3.20 -0.29 -1.16
C 2.32 0.99 -2.00
N 1.02 1.37 -1.88
C 0.87 2.47 -2.74
C 2.07 2.72 -3.39
N 2.99 1.83 -2.90
C 4.47 1.85 -3.11
C 2.83 0.08 0.58
N 1.51 0.19 0.91
C 1.48 0.42 2.30
C 2.80 0.43 2.76
N 3.65 0.16 1.68
C 5.11 -0.19 1.76
H 3.85 -4.57 -1.55
H 4.52 -2.95 -1.17
H 4.04 -3.36 -2.89
H 1.19 -4.81 -1.52
H -0.82 -3.05 -1.12
H -0.10 2.97 -2.84
H 2.34 3.44 -4.16
H 4.79 2.55 -3.91
H 4.81 0.85 -3.39
H 4.99 2.17 -2.17
H 0.51 0.53 2.85
H 3.21 0.60 3.75
H 5.43 -0.03 2.83
H 5.67 0.51 1.11
H 5.28 -1.23 1.48
O -0.50 1.86 1.18
N -0.83 3.18 0.87
C -0.49 4.17 1.74
C -0.88 5.44 1.48
C -1.51 5.76 0.23
C -1.84 4.74 -0.61
C -1.53 3.38 -0.25
S -1.91 1.89 -1.05
H 0.03 3.88 2.62
H -0.66 6.26 2.14
H -1.71 6.80 -0.06
H -2.38 4.89 -1.54
C -2.11 -1.41 4.73
N -2.12 -0.92 3.38
C -2.84 0.31 3.08
C -1.40 -1.55 2.41
C -0.82 -2.91 2.72
O -1.32 -1.06 1.24
H -2.23 -0.57 5.41
H -1.21 -2.00 4.96
H -2.98 -2.06 4.87
H -2.83 1.04 3.96
H -3.86 0.02 2.87
H -2.44 0.77 2.18
H 0.06 -2.73 3.39
H -0.52 -3.37 1.77
H -1.50 -3.57 3.30
C -3.70 -2.12 -4.00
N -4.00 -1.76 -2.61
C -5.17 -2.00 -1.92
C -5.01 -1.60 -0.64
N -3.69 -1.09 -0.52
C -3.07 -1.17 -1.73
S -1.56 -0.66 -2.28
H -3.26 -1.24 -4.50
H -4.60 -2.46 -4.53
H -2.98 -2.92 -4.01
H -6.02 -2.49 -2.32
H -5.68 -1.63 0.23
H -3.17 -0.85 0.35
```

Calculated values
spin multiplicity = 6
HOMO (alpha / beta) = -11.6 / -12.5 eV
molecular weight = 702.79 g mol⁻¹
relative energy (zero: lowest compared OMol25 entry of this formula, charge and spin) = 0.0 kcal per mole
electronic energy = -2903.14542 a.u.
gap between HOMO and LUMO (alpha / beta) = 7.08 / 6.46 eV
⟨S²⟩ = 8.77
charge = +2

***

[5]
Density functional theory data (wB97M-V/def2-TZVPD) for a molecular structure, C3H12N4O at a distorted geometry.

Structure (XYZ):
```
20
Properties=species:S:1:pos:R:3
C 1.42 -0.69 0.41
N -0.94 -0.85 0.01
N -1.16 -1.75 -1.05
N -1.54 -1.18 1.24
H -0.33 -2.35 -1.11
H -1.19 -1.17 -1.90
H -2.48 -1.52 1.05
H -1.04 -1.97 1.65
H 1.30 -1.10 1.41
H 2.36 -0.14 0.36
H 1.45 -1.39 -0.41
C 1.19 2.13 -0.25
N 0.48 1.01 0.35
C -1.03 0.61 -0.39
O -1.01 0.86 -1.62
H 0.24 1.18 1.33
H -1.85 1.05 0.23
H 2.27 2.02 -0.16
H 0.94 2.15 -1.31
H 0.91 3.10 0.17
```

Calculated values
HOMO = -7.8 eV
molecular weight = 120.16 g mol⁻¹
relative energy (zero: lowest compared OMol25 entry of this formula, charge and spin) = 135.8 kcal per mole
electronic energy = -415.58052 a.u.
gap between HOMO and LUMO = 8.26 eV

***

[6]
Density functional theory data (wB97M-V/def2-TZVPD) for 4 unconnected molecules or ions with the total composition C22H34F9NO8 at a distorted geometry.

Structure (XYZ):
```
74
Properties=species:S:1:pos:R:3
C 6.03 2.05 0.19
C 5.85 3.57 0.33
C 5.11 4.17 -0.88
C 4.20 5.34 -0.53
C 2.77 4.96 -0.08
C 2.65 3.58 0.56
C 1.24 3.22 1.12
O 1.30 3.18 2.53
C 0.86 1.80 0.69
C 0.30 1.99 -0.72
C -0.13 3.45 -0.72
O -0.58 4.11 -1.67
N 0.14 3.95 0.55
H 5.29 1.53 0.80
H 5.85 1.73 -0.83
H 7.02 1.75 0.50
H 6.82 4.04 0.42
H 5.29 3.77 1.23
H 4.58 3.39 -1.41
H 5.87 4.53 -1.57
H 4.12 5.98 -1.41
H 4.68 5.95 0.23
H 2.11 5.05 -0.94
H 2.44 5.72 0.63
H 2.91 2.83 -0.18
H 3.34 3.51 1.39
H 1.63 4.01 2.86
H 1.64 1.05 0.82
H 0.04 1.51 1.35
H 1.10 1.89 -1.45
H -0.51 1.31 -0.96
H 0.18 4.96 0.60
C 1.42 -2.82 1.38
C 1.93 -2.17 2.65
O 3.36 -2.30 2.76
C 4.07 -1.42 2.08
O 3.66 -0.54 1.39
C 5.58 -1.66 2.33
F 5.89 -2.95 2.25
F 5.91 -1.21 3.54
F 6.28 -0.99 1.42
H 1.73 -3.87 1.34
H 0.33 -2.78 1.36
H 1.80 -2.32 0.50
H 1.53 -2.66 3.53
H 1.65 -1.12 2.70
C -5.79 -0.08 -1.08
C -4.40 0.50 -1.00
O -3.73 0.05 0.20
C -3.18 -1.15 0.15
O -3.17 -1.91 -0.77
C -2.47 -1.43 1.48
F -3.22 -1.09 2.53
F -1.33 -0.73 1.54
F -2.16 -2.72 1.59
H -6.36 0.17 -0.19
H -6.31 0.32 -1.95
H -5.76 -1.16 -1.17
H -4.42 1.58 -0.93
H -3.80 0.23 -1.87
C -3.94 -5.82 -2.29
C -5.22 -6.19 -3.01
O -6.38 -5.84 -2.23
C -6.76 -4.57 -2.31
O -6.26 -3.71 -2.97
C -8.01 -4.38 -1.44
F -7.87 -4.98 -0.26
F -9.08 -4.90 -2.05
F -8.25 -3.09 -1.22
H -3.92 -6.28 -1.30
H -3.08 -6.16 -2.85
H -3.86 -4.74 -2.15
H -5.29 -7.26 -3.16
H -5.28 -5.71 -3.99
```

Calculated values
HOMO = -9.7 eV
molecular weight = 611.50 g mol⁻¹
structure (SMILES) = CCCCCC[C@]1(O)CCC(=O)N1.CCOC(=O)C(F)(F)F.CCOC(=O)C(F)(F)F.CCOC(=O)C(F)(F)F
electronic energy = -2414.23573 a.u.
gap between HOMO and LUMO = 10.28 eV

***

[7]
Density functional theory data (wB97M-V/def2-TZVPD) for 7 unconnected molecules or ions with the total composition H14O7 at a distorted geometry.

Structure (XYZ):
```
21
Properties=species:S:1:pos:R:3
O 6.34 -14.51 -27.87
H 6.95 -13.84 -28.10
H 6.72 -15.10 -27.24
O 6.92 -11.25 -28.00
H 7.27 -10.62 -27.38
H 6.36 -10.67 -28.52
O 10.31 -10.32 -28.10
H 9.70 -9.60 -27.86
H 10.38 -10.80 -27.30
O 9.12 -12.98 -27.20
H 8.49 -12.84 -26.47
H 8.75 -12.43 -27.91
O 8.78 -11.96 -29.70
H 8.02 -11.57 -29.26
H 9.50 -11.46 -29.30
O 6.46 -10.75 -31.19
H 6.58 -9.81 -30.96
H 7.35 -11.16 -31.13
O 12.89 -9.99 -28.17
H 11.96 -10.15 -28.30
H 12.88 -9.04 -28.22
```

Calculated values
HOMO = -11.2 eV
molecular weight = 126.10 g mol⁻¹
structure (SMILES) = O.O.O.O.O.O.O
relative energy (zero: lowest compared OMol25 entry of this formula, charge and spin) = 49.8 kcal per mole
electronic energy = -535.04448 a.u.
gap between HOMO and LUMO = 10.45 eV

***

[8]
Density functional theory data (wB97M-V/def2-TZVPD) for 3 unconnected molecules or ions with the total composition C3H10N2O2.

Structure (XYZ):
```
17
Properties=species:S:1:pos:R:3
C -1.03 0.32 1.16
C 1.31 -0.42 0.52
N 1.37 -1.59 -0.10
O -0.49 1.49 1.66
H 0.39 1.34 2.03
H 1.28 -2.40 0.50
H 0.65 -1.67 -0.93
H -2.07 0.52 0.97
H -0.91 -0.58 1.76
H 1.46 -0.39 1.59
H 1.52 0.47 -0.05
C -0.49 0.91 -1.61
N -1.06 -0.17 -0.79
O -0.80 -1.35 -1.22
H 0.52 0.68 -1.97
H -1.14 1.02 -2.48
H -0.49 1.84 -1.04
```

Calculated values
HOMO (alpha / beta) = -7.2 / -6.8 eV
molecular weight = 106.12 g mol⁻¹
relative energy (zero: lowest compared OMol25 entry of this formula, charge and spin) = 170.6 kcal per mole
electronic energy = -380.06481 a.u.
gap between HOMO and LUMO (alpha / beta) = 7.59 / 7.06 eV

***

[9]
Density functional theory data (wB97M-V/def2-TZVPD) for 10 unconnected molecules or ions with the total composition C5H32N2O9 at a distorted geometry.

Structure (XYZ):
```
48
Properties=species:S:1:pos:R:3
C 1.55 2.33 1.59
C 0.45 1.60 2.37
C -0.87 1.52 1.56
C -1.05 0.20 0.85
N -0.31 0.02 -0.45
C -0.93 -1.04 -1.28
N -2.31 -0.86 -1.63
H 2.45 1.97 2.10
H 1.49 3.42 1.56
H 1.53 2.08 0.53
H 0.39 2.01 3.39
H 0.66 0.53 2.47
H -1.80 1.65 2.14
H -1.05 2.46 1.04
H -2.11 -0.04 0.67
H -0.86 -0.72 1.41
H -0.25 0.93 -0.87
H -0.28 -1.13 -2.17
H -0.77 -1.97 -0.72
H -2.87 -0.67 -0.83
H -2.36 -0.14 -2.33
O 2.27 -0.97 0.38
H 1.37 -0.60 0.38
H 2.74 -0.61 1.15
O 3.11 0.45 -1.85
H 2.26 0.74 -1.50
H 3.45 -0.23 -1.26
O 1.32 1.11 -3.63
H 1.79 0.35 -3.23
H 2.05 1.74 -3.55
O 0.91 -3.60 2.00
H 1.13 -2.98 1.30
H 1.67 -3.66 2.58
O 0.11 2.98 -2.18
H 0.74 3.71 -2.26
H 0.41 2.40 -2.92
O -1.41 -2.31 2.70
H -0.52 -1.99 2.52
H -1.28 -2.93 3.42
O 2.16 -3.39 -1.69
H 2.99 -2.93 -1.90
H 1.94 -2.74 -1.00
O -3.62 -1.30 1.24
H -3.36 -1.84 1.99
H -4.09 -1.86 0.62
O -2.90 1.79 -1.71
H -2.18 2.35 -1.40
H -3.78 2.17 -1.61
```

Calculated values
HOMO = -8.5 eV
molecular weight = 264.32 g mol⁻¹
structure (SMILES) = CCCCNCN.O.O.O.O.O.O.O.O.O
relative energy (zero: lowest compared OMol25 entry of this formula, charge and spin) = 50.0 kcal per mole
electronic energy = -996.31717 a.u.
gap between HOMO and LUMO = 8.65 eV

***

[10]
Density functional theory data (wB97M-V/def2-TZVPD) for a gas-phase ion, CH10NSi2 (charge +1) at a distorted geometry.

Structure (XYZ):
```
14
Properties=species:S:1:pos:R:3
C -0.38 -0.14 -0.21
N -0.11 1.35 -0.74
Si 1.25 -1.15 -0.88
Si -0.98 -0.20 1.76
H -1.33 -0.45 -0.64
H -0.24 1.19 -1.73
H 0.87 1.75 -0.73
H -0.65 2.09 -0.42
H 2.47 -0.64 -0.23
H 1.02 -2.55 -0.59
H 1.28 -0.59 -2.16
H 0.13 -0.77 2.79
H -2.22 -1.07 1.65
H -1.11 1.16 2.11
```

Calculated values
spin multiplicity = 3
HOMO (alpha / beta) = -8.5 / -16.0 eV
molecular weight = 92.27 g mol⁻¹
relative energy (zero: lowest compared OMol25 entry of this formula, charge and spin) = 40.8 kcal per mole
electronic energy = -677.25193 a.u.
gap between HOMO and LUMO (alpha / beta) = 5.13 / 6.78 eV
⟨S²⟩ = 2.01
charge = +1